Formula: C3H7ClN2O
Source: OMol25
Level of theory: ωB97M-V/def2-TZVPD

```
14
C3H7ClN2O (ωB97M-V/def2-TZVPD)
C -1.026 -1.168 -0.191
C 1.447 1.444 -0.313
C 1.562 -0.674 0.753
N -0.460 0.094 -0.093
N 0.798 0.207 0.162
O -2.218 -1.375 -0.287
Cl -4.710 0.418 0.209
H -0.416 -2.086 -0.479
H 1.867 1.882 0.477
H 2.066 1.323 -1.157
H 0.754 2.037 -0.807
H 1.212 -1.614 1.026
H -3.499 0.164 -0.307
H 2.624 -0.652 1.008
```

## Properties
- Electronic energy: -20771.6097 eV